[1]
Computed, not measured: a 2-piece molecular cluster, C6H10O overall at a distorted geometry, with ωB97M-V/def2-TZVPD.

The geometry in XYZ format:
```
17
Properties=species:S:1:pos:R:3:forces:R:3:mulliken_charge:R:1
C -0.38451 1.67609 2.03115 -2.1137 -0.3589 2.2811 -0.669
C -0.63090 0.36973 1.74138 -2.7890 2.1910 1.2377 -0.173
C 0.28062 -0.51459 1.09675 2.4553 -1.0359 0.3290 0.309
C 1.34643 -0.90873 1.84531 -0.3628 -1.3869 -3.8118 -0.889
C 0.03811 -0.97982 -0.31394 0.9458 -0.2184 1.5725 -0.171
C -1.12199 -1.30695 -0.81742 -1.7976 0.5846 -1.0893 -0.753
H -1.05060 2.37902 2.69439 0.6547 -1.8572 -1.5291 0.206
H 0.56937 2.14505 2.00541 0.9276 -0.0913 -0.9253 0.323
H -1.62206 -0.17563 2.02449 1.4780 1.5182 -0.5568 0.265
H 2.02870 -1.68760 1.48447 -0.2993 0.2031 -0.3776 0.282
H 1.76205 -0.47235 2.67308 -0.1333 1.2168 2.4103 0.387
H 0.94345 -1.07321 -0.88776 0.2172 -0.3828 -0.1837 0.344
H -1.31912 -1.64953 -1.81803 0.8143 -0.2099 -0.4590 0.292
H -2.09013 -1.04667 -0.42130 0.0073 -0.1608 1.0914 0.249
O 0.28855 0.69332 -4.56485 -1.7411 0.4413 -0.5742 -0.617
H 1.09270 0.98593 -4.21313 2.4601 -0.0752 0.9068 0.300
H -0.13066 1.56593 -4.56000 -0.7233 -0.3777 -0.3219 0.315
```
Forces are in eV/Å.

Values from the calculation:
SMILES	C=CC(=C)C=C.O
strongest force on any atom	4.072	eV Å⁻¹
electronic energy	-309.73753	Ha
orbital gap	9.8566	eV
highest occupied orbital energy	-9.017	eV
energy relative to the best compared isomer or geometry (same formula, charge and spin)	65.8	kcal per mole

[2]
Computed, not measured: one molecule with the formula C6H10O at a distorted geometry, with ωB97M-V/def2-TZVPD.

The geometry in XYZ format:
```
17
Properties=species:S:1:pos:R:3:forces:R:3:mulliken_charge:R:1
O 1.84101 0.99120 0.67528 0.4239 -0.8347 4.3401 -0.537
C 0.90301 -0.09245 0.90684 0.1349 0.0156 -2.4136 -0.296
C 0.89264 -1.05127 -0.48355 -0.3476 -1.3427 1.0599 -0.792
C -0.30923 -0.43973 -1.51883 -0.6721 -7.3985 -0.3250 -0.682
C -0.74315 0.62150 -0.73327 -2.4214 2.1079 3.2811 -0.105
C -1.63415 1.15599 0.36996 -3.0732 -0.9134 1.1529 -0.173
C -0.58221 0.29632 0.78266 3.1455 -3.6296 -0.0660 -0.249
H 2.11230 1.05474 1.68954 -0.1876 0.7857 -3.4995 0.377
H 1.24637 -0.65614 1.85206 -0.9755 0.5166 -1.4979 0.411
H 1.96100 -1.10638 -0.80603 -0.9599 -0.1173 -0.2181 0.374
H 0.47924 -2.13991 -0.19361 1.3396 2.3296 -0.5575 0.254
H -1.11140 -1.29033 -1.50641 1.1469 1.0287 0.2324 0.204
H -0.13938 -0.48854 -2.61387 0.6336 1.2124 0.7138 0.318
H 0.03686 1.23093 -0.79988 2.7969 3.9003 -0.3748 0.247
H -1.51975 2.17881 0.72073 -0.8648 0.1987 -0.7471 0.272
H -2.54892 0.45200 0.70507 1.2579 2.7197 -1.2486 0.221
H -0.88425 -0.71676 0.95332 -1.3774 -0.5790 0.1677 0.157
```
Forces are in eV/Å.

Values from the calculation:
SMILES	O[C@@H]1CC[C@H]2C[C@@H]21
strongest force on any atom	7.436	eV Å⁻¹
electronic energy	-309.63124	Ha
orbital gap	9.2390	eV
highest occupied orbital energy	-8.482	eV
energy relative to the best compared isomer or geometry (same formula, charge and spin)	132.5	kcal per mole

[3]
Computed, not measured: one molecule with the formula C6H10O at a distorted geometry, with ωB97M-V/def2-TZVPD.

The geometry in XYZ format:
```
17
Properties=species:S:1:pos:R:3:forces:R:3:mulliken_charge:R:1
C 1.16333 -0.90275 -0.91262 -0.6881 0.2868 0.1864 -0.947
C 0.75476 0.36800 -0.87985 1.8571 0.4604 0.6152 0.800
C 1.30586 1.30387 -1.93028 -0.6452 -0.3328 -1.0576 -1.471
C 0.21694 1.05431 0.36194 -1.2813 -0.1750 -0.1763 -0.763
C -1.14279 0.52034 0.86943 0.2857 -0.6451 -1.1555 -0.413
C -0.95042 -0.83254 1.53127 -0.6013 1.4926 0.3695 -0.068
O -1.55397 -1.82108 1.22782 0.3135 -0.3307 0.1473 -0.465
H 1.99479 -1.15230 -1.55458 -0.4285 -0.4713 -0.5580 0.302
H 0.70549 -1.66278 -0.29264 0.4726 -0.0449 0.3025 0.267
H 1.44157 0.72063 -2.84563 0.4372 0.0193 0.1099 0.419
H 2.23256 1.82979 -1.70118 -0.0726 0.0152 0.2923 0.290
H 0.54917 2.02534 -2.25770 0.0630 0.2195 0.4333 0.390
H 0.93256 0.95563 1.17877 0.2326 0.1167 -0.0808 0.350
H 0.10539 2.11312 0.13219 0.0277 0.0553 0.1341 0.336
H -1.79647 0.34269 0.01140 -0.1303 0.2020 0.1018 0.261
H -1.61431 1.24581 1.52970 0.0413 -0.1431 0.3323 0.390
H -0.24354 -0.73490 2.38509 0.1165 -0.7249 0.0036 0.322
```
Forces are in eV/Å.

Values from the calculation:
SMILES	C=C(C)CCC=O
strongest force on any atom	2.010	eV Å⁻¹
electronic energy	-309.80114	Ha
orbital gap	10.1544	eV
highest occupied orbital energy	-9.295	eV
energy relative to the best compared isomer or geometry (same formula, charge and spin)	25.9	kcal per mole

[4]
Computed, not measured: one molecule with the formula C6H10O at a distorted geometry, with ωB97M-V/def2-TZVPD.

The geometry in XYZ format:
```
17
Properties=species:S:1:pos:R:3:forces:R:3:mulliken_charge:R:1
C 1.62404 0.24146 -1.23158 -1.0603 -1.3885 -0.7431 -0.930
C 0.27320 0.03617 -1.39428 2.6675 0.9082 3.1089 0.709
C -0.51261 0.56703 -2.52824 3.1610 -0.9010 0.0385 -1.618
C -0.52337 -0.24137 -0.08320 1.1825 -0.1534 -2.5362 -0.327
C 0.02454 -0.76602 1.01134 -2.0243 -0.5069 0.8251 -0.251
C -0.61612 -0.52513 2.40988 3.3121 -0.1056 -0.9839 -0.467
O 0.30928 0.54807 3.01453 -1.5958 -1.7143 -1.5305 -0.517
H 2.26425 0.67737 -1.99326 -0.3583 -0.0488 -0.3008 0.287
H 2.22087 -0.23013 -0.43688 -0.6956 0.6397 0.1065 0.224
H 0.00949 0.53550 -3.45601 0.8105 0.2843 -0.6194 0.433
H -1.20648 -0.14152 -2.63342 -3.6835 -2.2334 -0.6906 0.491
H -0.85849 1.50690 -2.34475 -1.3286 2.5399 0.4885 0.355
H -1.54987 0.08311 -0.25008 0.0542 0.5265 1.0062 0.305
H 0.80790 -1.52407 0.87470 0.3410 1.0195 0.4883 0.408
H -1.65707 -0.15025 2.28617 0.7330 -0.4855 0.5287 0.355
H -0.36290 -1.43246 3.02821 -1.2924 0.8447 -0.3763 0.254
H -0.24666 0.81533 3.72685 -0.2230 0.7747 1.1902 0.289
```
Forces are in eV/Å.

Values from the calculation:
SMILES	C=C(C)/C=C/CO
strongest force on any atom	4.363	eV Å⁻¹
electronic energy	-309.73877	Ha
orbital gap	9.1723	eV
highest occupied orbital energy	-8.451	eV
energy relative to the best compared isomer or geometry (same formula, charge and spin)	65.0	kcal per mole

[5]
Computed, not measured: one molecule with the formula C6H10O at a distorted geometry, with ωB97M-V/def2-TZVPD.

The geometry in XYZ format:
```
17
Properties=species:S:1:pos:R:3:forces:R:3:mulliken_charge:R:1
C -2.22140 0.36942 0.61610 -0.1818 0.0809 0.1636 -1.395
C -0.77801 0.15248 0.33760 -1.1668 0.1589 -1.1723 0.707
C -0.12016 -1.21960 0.04218 -0.0855 -0.0874 0.0304 -0.464
C 0.88464 -0.11507 -0.18930 0.5394 0.3086 1.1755 0.761
C 2.35040 -0.04574 -0.04209 0.2819 -0.0716 -0.0085 -1.306
C -0.05875 0.70267 -1.01247 -0.6138 0.0137 0.5918 -0.638
O 0.23687 0.57104 1.20784 1.0662 -0.2812 -1.4123 -0.592
H -2.77824 0.08977 -0.28465 -0.0673 0.0842 0.2221 0.284
H -2.39241 1.42323 0.84176 -0.1168 -0.0436 -0.0101 0.357
H -2.55886 -0.24539 1.45363 -0.0087 0.0722 -0.0128 0.343
H 0.13304 -1.86552 0.88531 -0.4136 0.1918 0.0465 0.267
H -0.53069 -1.76037 -0.81531 0.3921 0.0597 -0.0317 0.225
H 2.87029 -0.61916 -0.81036 0.0252 -0.0123 -0.0192 0.327
H 2.57571 -0.44239 0.94877 0.2858 0.0028 -0.1417 0.317
H 2.65168 1.00384 -0.09291 0.1060 -0.1755 0.0168 0.319
H -0.52274 0.25831 -1.89997 0.5631 -0.0951 0.0395 0.217
H 0.25863 1.74247 -1.18611 -0.6053 -0.2062 0.5226 0.271
```
Forces are in eV/Å.

Values from the calculation:
strongest force on any atom	1.792	eV Å⁻¹
electronic energy	-309.74583	Ha
orbital gap	10.0071	eV
highest occupied orbital energy	-9.081	eV
energy relative to the best compared isomer or geometry (same formula, charge and spin)	60.6	kcal per mole

[6]
Computed, not measured: a 2-piece molecular cluster, C6H10O overall, with ωB97M-V/def2-TZVPD.

The geometry in XYZ format:
```
17
Properties=species:S:1:pos:R:3:forces:R:3:mulliken_charge:R:1
C 0.68120 -0.77574 -2.75044 -0.2084 -0.0306 0.4504 0.157
C 0.22100 -0.71786 -1.63924 0.2179 -0.0987 -0.6238 -0.931
C -0.28290 -0.53148 -0.26927 -0.0197 0.0091 -0.0917 0.570
C 0.02152 -1.75123 0.61921 0.0352 -0.0324 0.0368 -1.321
C 0.34636 0.77552 0.18655 -0.2648 0.2449 -0.1270 0.336
C -0.21349 1.96771 -0.02057 0.1107 -0.1481 -0.0011 -0.934
O 1.57992 0.57481 0.71718 0.1441 0.2145 0.0198 -0.472
H 1.08809 -0.80949 -3.73544 -0.0677 -0.0519 0.1249 0.438
H -1.36912 -0.38336 -0.31467 0.1983 0.0195 -0.0486 0.287
H -0.62597 -1.77363 1.50110 0.1192 0.1038 -0.1254 0.282
H 1.06191 -1.73493 0.94986 -0.1349 -0.0278 -0.0850 0.320
H -0.14306 -2.66961 0.04812 -0.0222 0.1576 0.1050 0.371
H 0.29572 2.89850 0.21301 -0.0334 -0.1365 0.0469 0.232
H -1.19377 2.03477 -0.47880 0.1392 -0.0387 0.0743 0.300
H 2.02411 1.42812 0.80444 -0.0476 -0.1102 0.0572 0.334
H -1.92575 0.46971 2.27548 -0.0697 0.0249 0.0668 0.182
H -1.56577 0.99820 1.89348 -0.0963 -0.0994 0.1206 -0.151
```
Forces are in eV/Å.

Values from the calculation:
SMILES	C#C[C@@H](C)C(=C)O.[H][H]
strongest force on any atom	0.668	eV Å⁻¹
electronic energy	-309.73003	Ha
orbital gap	9.7797	eV
highest occupied orbital energy	-8.952	eV
energy relative to the best compared isomer or geometry (same formula, charge and spin)	70.5	kcal per mole

[7]
Computed, not measured: a 2-piece molecular cluster, C6H10O overall at a distorted geometry, with ωB97M-V/def2-TZVPD.

The geometry in XYZ format:
```
17
Properties=species:S:1:pos:R:3:forces:R:3:mulliken_charge:R:1
C -0.97340 -0.39978 -1.44303 1.1687 2.2705 -2.8327 -0.767
C -1.05262 -0.00929 -0.20594 -1.6123 -0.8318 3.0409 0.679
C 2.19126 1.15404 -0.25465 0.5057 -2.2018 2.5521 -0.664
C 2.40992 -0.16995 -0.07672 -0.8471 2.6481 -1.7855 -0.512
C -0.54013 1.20722 0.42325 1.2868 -2.2884 1.0156 -0.430
C -1.80302 -0.83972 0.88126 1.3940 -1.2553 -2.8589 -1.056
O -1.02502 2.26531 -0.04447 0.8152 3.0240 1.2264 -0.172
H -1.43586 -1.23601 -1.94947 0.1575 -0.2007 0.4036 0.338
H -0.44661 0.38235 -2.08750 -0.5650 -1.4725 0.3222 0.189
H 1.90321 1.81871 0.56720 0.0232 -0.5047 -0.3715 0.310
H 2.29290 1.56621 -1.17538 0.6261 1.4244 -2.6601 0.359
H 1.99348 -0.53044 0.79530 -0.0505 -1.3105 1.9919 0.277
H 2.63255 -0.82712 -0.90746 0.1618 -0.0086 0.1252 0.270
H -2.41625 -1.53691 0.22690 0.8535 0.1438 1.3841 0.315
H -1.03990 -1.27351 1.56470 -0.8932 -0.0687 -0.4487 0.244
H -2.48304 -0.24126 1.38819 -1.1095 1.1639 1.2461 0.342
H -1.66104 2.16582 -0.71102 -1.9148 -0.5318 -2.3508 0.277
```
Forces are in eV/Å.

Values from the calculation:
strongest force on any atom	3.814	eV Å⁻¹
electronic energy	-309.66221	Ha
orbital gap	8.9508	eV
highest occupied orbital energy	-8.207	eV
energy relative to the best compared isomer or geometry (same formula, charge and spin)	113.1	kcal per mole

[8]
Computed, not measured: one molecule with the formula C6H10O at a distorted geometry, with ωB97M-V/def2-TZVPD.

The geometry in XYZ format:
```
17
Properties=species:S:1:pos:R:3:forces:R:3:mulliken_charge:R:1
C 2.08584 0.20262 -0.16035 -1.1576 -0.5666 -0.3891 -0.918
C 1.38809 1.48102 0.28637 -0.1206 0.3020 0.1480 -0.491
C -1.34418 -1.87300 0.74067 -0.1898 -0.4248 0.2520 -0.707
C -1.12222 -0.83715 -0.19645 -0.4324 -0.0456 0.5208 0.690
O -0.96315 -0.89145 -1.41961 0.0658 0.0377 -0.1505 -0.676
C -0.82988 0.30248 0.63465 0.2973 0.3754 -0.0361 -0.251
C -0.15935 1.48279 0.07129 0.8576 -0.1987 -0.6923 -0.602
H 2.11285 0.07874 -1.24537 0.5761 0.5211 -0.0212 0.306
H 1.43870 -0.65615 0.05584 0.3045 -0.0008 0.5973 0.209
H 3.04066 0.06960 0.33600 0.1815 -0.0208 -0.2674 0.328
H 1.63616 1.67439 1.33074 -0.1629 -0.0223 0.1223 0.316
H 1.73346 2.35399 -0.26938 0.2291 -0.0540 0.0121 0.325
H -1.20362 -2.92976 0.54920 0.1681 0.0164 -0.4434 0.307
H -1.83076 -1.69097 1.69102 0.3809 0.3938 0.0605 0.262
H -0.28211 1.48565 -1.01403 -0.3064 -0.1819 0.0273 0.298
H -0.90197 0.25617 1.71535 -0.6384 -0.0411 -0.0487 0.233
H -0.57291 2.41660 0.45366 -0.0526 -0.0899 0.3083 0.370
```
Forces are in eV/Å.

Values from the calculation:
strongest force on any atom	1.346	eV Å⁻¹
electronic energy	-309.73213	Ha
orbital gap	6.9814	eV
highest occupied orbital energy	-8.488	eV
energy relative to the best compared isomer or geometry (same formula, charge and spin)	69.2	kcal per mole